*i*
Entry from OMol25: a cluster of 3 separate species, C3H12N2O2 in total (the ωB97M-V functional and the def2-TZVPD basis).

```
! RIJCOSX wB97M-V def2-TZVPD def2/J DEFGRID3
* xyz 0 1
C -0.09753 1.90824 -1.05957
C 0.33505 0.56241 -0.51185
N -0.87945 0.02849 0.12744
C -1.03316 -1.17886 0.45582
N -0.06248 -2.18215 0.59188
H -0.56220 2.53721 -0.31716
H -0.73481 1.79115 -1.94003
H 0.76202 2.45470 -1.48048
H 1.15695 0.74849 0.18654
H 0.64848 -0.22374 -1.20776
H -2.04946 -1.54283 0.57233
H 0.90674 -1.94772 0.40380
H -0.17322 -2.70251 1.43336
O 4.73231 -1.29138 1.27242
H 4.32278 -2.15639 1.31288
H 4.19444 -0.76668 1.87443
O -4.15310 1.53843 -0.46979
H -3.22312 1.59057 -0.14439
H -4.09025 0.83259 -1.09989
*
```

Computed properties:
gap between HOMO and LUMO = 9.611 eV
HOMO energy = -9.3071 eV
SMILES string = CC/N=C\N.O.O
LUMO energy = 0.3034 eV

These are the natural (NBO) partial charges, in e, on atoms 1 to 5: number 1, C, carries -0.60; number 2, C, carries -0.26; number 3, N, carries -0.51; number 4, C, carries 0.29; number 5, N, carries -0.85


*ii*
Entry from OMol25: a cluster of 2 separate species, C3H12N2O2 in total (the ωB97M-V functional and the def2-TZVPD basis).

```
! RIJCOSX wB97M-V def2-TZVPD def2/J DEFGRID3
* xyz 0 1
N -0.44904 -1.05548 -1.53494
C 0.80874 -1.33306 -0.82652
N 0.92576 -1.28086 0.67658
C 0.91614 0.07082 1.24816
C -0.42829 0.63035 1.73675
O -1.38130 0.75563 0.73159
H -0.68895 -1.98456 -2.07774
H -1.11264 -1.10279 -0.77158
H 1.70324 -0.76543 -1.14480
H 1.00925 -2.35753 -1.06922
H 1.77690 -1.64965 1.10608
H 1.45918 0.90165 0.69281
H 1.65278 -0.02028 2.10804
H -0.25409 1.64230 2.14898
H -0.81604 -0.12794 2.37763
H -1.31340 1.64038 0.32818
O -0.32396 1.86336 -1.56696
H 0.05605 0.98088 -1.63588
H -0.94675 2.03673 -2.32139
*
```

Computed properties:
gap between HOMO and LUMO = 9.818 eV
HOMO energy = -8.9515 eV
SMILES string = NCNCCO.O
LUMO energy = 0.8661 eV

These are the natural (NBO) partial charges, in e, on atoms 1 to 5: number 1, N, carries -0.86; number 2, C, carries -0.06; number 3, N, carries -0.65; number 4, C, carries -0.26; number 5, C, carries -0.07


*iii*
Entry from OMol25: a cluster of 3 separate species, C3H12N2O2 in total (the ωB97M-V functional and the def2-TZVPD basis).

```
! RIJCOSX wB97M-V def2-TZVPD def2/J DEFGRID3
* xyz 0 1
H 2.12104 2.38749 -0.83613
N 1.63761 1.51568 -1.03223
C 0.47575 1.61023 -0.47675
N -0.40712 0.60093 -0.34890
C -1.40538 0.60573 0.71565
C -2.52711 -0.35847 0.38971
H 0.11253 2.56479 -0.08997
H -0.04332 -0.31480 -0.58372
H -0.90932 0.33964 1.65480
H -1.75649 1.62968 0.85986
H -2.16776 -1.38278 0.30266
H -3.27173 -0.32457 1.18825
H -3.01836 -0.09232 -0.54392
O 2.11463 -1.24954 -1.29485
H 2.10169 -0.24963 -1.28945
H 1.80089 -1.53543 -2.17787
O 1.34535 -1.96103 1.28452
H 2.08193 -2.03864 1.87606
H 1.71517 -1.74695 0.40229
*
```

Computed properties:
gap between HOMO and LUMO = 10.153 eV
HOMO energy = -9.1818 eV
SMILES string = [H]/N=C/NCC.O.O
LUMO energy = 0.9715 eV

These are the natural (NBO) partial charges, in e, on atoms 1 to 5: number 1, H, carries 0.36; number 2, N, carries -0.79; number 3, C, carries 0.32; number 4, N, carries -0.60; number 5, C, carries -0.21


*iv*
Entry from OMol25: a cluster of 4 separate species, C3H12N2O2 in total (the ωB97M-V functional and the def2-TZVPD basis).

```
! RIJCOSX wB97M-V def2-TZVPD def2/J DEFGRID3
* xyz 0 1
C 2.14260 -1.58590 0.30826
C 0.87358 -0.84231 0.30367
C 0.87424 0.60383 0.11980
N -0.22496 1.24089 0.26242
N -0.26808 -1.47615 0.60527
H 1.99484 -2.52077 -0.22248
H 2.47489 -1.71316 1.34434
H 2.82824 -0.82964 -0.17895
H 1.82369 1.02532 -0.31568
H -1.07206 0.72021 -0.15990
H -0.24649 2.24052 0.08408
H -1.12327 -1.04368 0.17144
H -0.29569 -1.69358 1.59471
H 4.09420 1.23943 -0.66356
H -6.06502 2.13131 0.14445
O 3.32963 0.64025 -0.69109
H -6.08255 2.08715 -0.59529
H -2.64647 -0.08933 -1.51923
O -2.41132 -0.13441 -0.59226
*
```

Computed properties:
gap between HOMO and LUMO = 5.566 eV
HOMO energy = -8.7485 eV
LUMO energy = -3.1825 eV

These are the natural (NBO) partial charges, in e, on atoms 1 to 5: number 1, C, carries -0.75; number 2, C, carries 0.46; number 3, C, carries 0.11; number 4, N, carries -0.60; number 5, N, carries -0.73


The most stable arrangement is *iii*, and the next structure is 0.0386 hartree less stable.


*i*
Entry from OMol25: a cluster of 2 separate species, C3H12N2O2 in total (the ωB97M-V functional and the def2-TZVPD basis).

```
! RIJCOSX wB97M-V def2-TZVPD def2/J DEFGRID3
* xyz 0 1
N 1.89416 0.27229 0.93449
C 1.97248 -0.38590 -0.33104
N 0.77158 -1.10039 -0.86692
C -0.57295 -0.65278 -1.14052
C -1.55350 -0.73010 0.05353
O -1.27539 0.27566 1.03692
H 1.05880 0.82873 0.98158
H 1.87966 -0.41944 1.67348
H 2.35567 0.24994 -1.12054
H 2.76360 -1.18263 -0.43537
H 0.79684 -2.00028 -0.40751
H -0.47257 0.29554 -1.66972
H -1.07749 -1.36575 -1.83529
H -2.60523 -0.57671 -0.21927
H -1.32767 -1.67994 0.57104
H -1.50438 0.11222 1.95537
O -0.76342 2.88148 0.50283
H -1.12335 3.14731 -0.35271
H -1.21684 2.03074 0.66964
*
```

Computed properties:
gap between HOMO and LUMO = 8.962 eV
HOMO energy = -8.4570 eV
SMILES string = NCNCCO.O
LUMO energy = 0.5050 eV

These are the natural (NBO) partial charges, in e, on atoms 1 to 5: number 1, N, carries -0.84; number 2, C, carries -0.06; number 3, N, carries -0.66; number 4, C, carries -0.24; number 5, C, carries -0.07


*ii*
Entry from OMol25: a cluster of 3 separate species, C3H12N2O2 in total (the ωB97M-V functional and the def2-TZVPD basis).

```
! RIJCOSX wB97M-V def2-TZVPD def2/J DEFGRID3
* xyz 0 1
C -0.95573 -1.44080 1.15794
C -0.12229 -0.93366 -0.07296
N 0.09184 0.51497 -0.29364
C 0.89808 -1.65603 -0.65668
N 1.58745 -1.21676 -1.88738
H -0.41031 -2.36134 1.59751
H -1.08320 -0.64130 1.86191
H -2.06309 -1.78735 0.78687
H 0.96162 0.97262 -0.32862
H -0.72649 1.23404 0.04197
H 1.54076 -2.28096 -0.05461
H 1.16362 -0.46270 -2.46240
H 1.86611 -1.96553 -2.41410
O 1.09963 1.38783 2.46609
H 1.31839 0.46631 2.32839
H 1.37733 1.67362 3.36293
O -2.24515 2.25146 -1.12256
H -2.34018 2.58365 -2.06733
H -3.11575 2.55011 -0.70341
*
```

Computed properties:
gap between HOMO and LUMO = 7.370 eV
HOMO energy = -6.6886 eV
SMILES string = C/C(N)=C/N.O.O
LUMO energy = 0.6815 eV

These are the natural (NBO) partial charges, in e, on atoms 1 to 5: number 1, C, carries -0.65; number 2, C, carries 0.12; number 3, N, carries -0.89; number 4, C, carries -0.11; number 5, N, carries -0.85


*iii*
Entry from OMol25: a cluster of 3 separate species, C3H12N2O2 in total (the ωB97M-V functional and the def2-TZVPD basis).

```
! RIJCOSX wB97M-V def2-TZVPD def2/J DEFGRID3
* xyz 0 1
H 0.33380 0.03145 -1.21812
N -0.41889 -0.54363 -0.61279
C 0.15331 -0.68207 0.58491
N -0.55271 -1.20648 1.71951
C 0.22330 -1.59518 2.90376
C 0.78385 -3.03401 2.91944
H 1.12776 -0.28843 0.88068
H -1.50642 -1.52954 1.64218
H 1.02994 -0.88319 2.99028
H -0.16142 -1.44170 4.01888
H 1.42949 -3.19426 2.06997
H 1.51523 -3.07813 3.84551
H 0.04659 -3.80450 2.85992
O -2.28393 2.78718 -1.04536
H -1.96878 3.30550 -1.79889
H -2.28461 1.91830 -1.49644
O 1.88025 3.18508 -5.18497
H 2.18765 2.69980 -4.39201
H 1.31871 2.60493 -5.75497
*
```

Computed properties:
gap between HOMO and LUMO = 9.450 eV
HOMO energy = -8.9823 eV
SMILES string = [H]/N=C/NCC.O.O
LUMO energy = 0.4680 eV

These are the natural (NBO) partial charges, in e, on atoms 1 to 5: number 1, H, carries 0.33; number 2, N, carries -0.71; number 3, C, carries 0.27; number 4, N, carries -0.63; number 5, C, carries -0.23


The most stable arrangement is *i*, and the next structure is 0.0139 hartree less stable.


*i*
Entry from OMol25: a cluster of 3 separate species, C3H12N2O2 in total (the ωB97M-V functional and the def2-TZVPD basis).

```
! RIJCOSX wB97M-V def2-TZVPD def2/J DEFGRID3
* xyz 0 1
C -0.04753 -1.39759 -1.81451
C -0.65853 -0.44180 -0.80848
N -1.26219 -1.18471 0.33672
C -0.54341 0.90648 -1.05547
N -0.93734 1.85563 -0.07532
H -0.46098 -2.39269 -1.79828
H -0.14083 -0.98280 -2.82214
H 1.05588 -1.61509 -1.75347
H -1.63971 -2.14131 0.18953
H -2.12160 -0.79672 0.83709
H 0.05149 1.26901 -1.89021
H -0.13308 1.95390 0.49318
H -1.14386 2.77605 -0.50582
O 2.70263 0.88170 1.11611
H 3.04400 -0.01212 0.94126
H 1.79088 0.73046 1.41520
O 0.37549 0.44562 2.31013
H -0.09924 -0.08501 1.64660
H 0.16794 0.23100 3.23787
*
```

Computed properties:
gap between HOMO and LUMO = 8.955 eV
HOMO energy = -8.2489 eV
SMILES string = C/C(N)=C/N.O.O
LUMO energy = 0.7065 eV

These are the natural (NBO) partial charges, in e, on atoms 1 to 5: number 1, C, carries -0.65; number 2, C, carries 0.14; number 3, N, carries -0.90; number 4, C, carries -0.09; number 5, N, carries -0.85


*ii*
Entry from OMol25: a cluster of 2 separate species, C3H12N2O2 in total (the ωB97M-V functional and the def2-TZVPD basis).

```
! RIJCOSX wB97M-V def2-TZVPD def2/J DEFGRID3
* xyz 0 1
N 0.15679 -1.29926 -1.40579
C 0.94711 -1.59817 -0.16597
N 0.45440 -1.04109 1.00635
C 0.47373 0.40345 1.29846
C -0.90307 0.94654 1.61624
O -1.92178 0.49306 0.71329
H 0.58199 -1.67710 -2.24890
H -0.90034 -1.59748 -1.27172
H 2.11997 -1.32224 -0.23199
H 0.80953 -2.69334 0.00709
H 0.67638 -1.54819 1.86110
H 0.79011 0.91199 0.40625
H 1.11910 0.66373 2.14819
H -1.02843 2.06918 1.79839
H -1.12187 0.61576 2.70423
H -1.53411 -0.33569 0.49654
O 0.20084 2.45001 -2.92089
H -0.53852 2.55074 -2.26279
H -0.38185 2.00811 -3.54809
*
```

Computed properties:
gap between HOMO and LUMO = 9.883 eV
HOMO energy = -8.9937 eV
SMILES string = NCNCCO.O
LUMO energy = 0.8890 eV

These are the natural (NBO) partial charges, in e, on atoms 1 to 5: number 1, N, carries -0.88; number 2, C, carries -0.03; number 3, N, carries -0.67; number 4, C, carries -0.27; number 5, C, carries -0.07


*iii*
Entry from OMol25: a cluster of 2 separate species, C3H12N2O2 in total (the ωB97M-V functional and the def2-TZVPD basis).

```
! RIJCOSX wB97M-V def2-TZVPD def2/J DEFGRID3
* xyz 0 1
N -0.59230 2.37884 -0.27632
C -0.13894 1.04212 -0.69262
N -1.01183 0.01318 -0.16646
C -0.77281 -0.58585 1.18679
C 0.63036 -0.26258 1.79515
O 1.71187 -0.79880 0.95071
H 0.03348 3.03758 -0.59420
H -0.63268 2.40655 0.75001
H 0.86447 0.86050 -0.41906
H -0.16635 1.03880 -1.80802
H -1.96865 -0.17974 -0.45095
H -0.84303 -1.69671 1.03837
H -1.57230 -0.26391 1.89097
H 0.65210 -0.76404 2.72886
H 0.81120 0.83629 1.97197
H 1.17461 -1.03144 0.14552
O 0.53222 -2.21891 -2.43150
H 1.30057 -2.38734 -3.09622
H -0.01200 -1.42455 -2.52300
*
```

Computed properties:
gap between HOMO and LUMO = 9.583 eV
HOMO energy = -8.8351 eV
SMILES string = NCNCCO.O
LUMO energy = 0.7477 eV

These are the natural (NBO) partial charges, in e, on atoms 1 to 5: number 1, N, carries -0.84; number 2, C, carries -0.05; number 3, N, carries -0.69; number 4, C, carries -0.25; number 5, C, carries -0.09


The most stable arrangement is *i*, and the next structure is 0.0166 hartree less stable.


*i*
Entry from OMol25: the molecule C17H25N3O3 (the ωB97M-V functional and the def2-TZVPD basis).

```
! RIJCOSX wB97M-V def2-TZVPD def2/J DEFGRID3
* xyz 0 1
C -6.70730 -2.01704 0.23600
C -5.44001 -1.21827 0.21360
C -4.45751 -1.41239 1.17494
C -3.28130 -0.68947 1.14039
C -3.06498 0.24777 0.13621
N -1.88542 0.99482 0.08237
C -0.81127 0.98648 0.88455
O -0.59326 0.30115 1.87013
C 0.22488 2.00427 0.38659
O 0.03520 2.65954 -0.62683
N 1.29082 2.05952 1.18528
C 2.48625 2.81753 0.91559
C 3.66197 1.89537 0.58654
C 3.42947 1.10218 -0.72149
N 3.61900 -0.32947 -0.65235
C 2.66690 -1.03566 0.18375
C 2.83089 -2.53706 -0.05741
O 4.14377 -2.96099 0.22796
C 5.07215 -2.26008 -0.56524
C 4.97061 -0.75032 -0.33778
C -4.04119 0.46097 -0.84673
C -3.83584 1.46624 -1.94245
C -5.20994 -0.28001 -0.78475
H -6.99210 -2.26167 1.25665
H -6.56733 -2.95252 -0.30698
H -7.52011 -1.47129 -0.23729
H -4.61256 -2.13586 1.96162
H -2.52287 -0.84265 1.88998
H -1.79864 1.66600 -0.67891
H 1.28295 1.40686 1.96156
H 2.26463 3.47202 0.06919
H 2.72516 3.43223 1.78977
H 3.79584 1.19972 1.41752
H 4.56872 2.49596 0.51275
H 4.09976 1.47309 -1.50130
H 2.40540 1.26508 -1.06629
H 1.65482 -0.73027 -0.08883
H 2.81849 -0.83825 1.25925
H 2.17305 -3.10744 0.60011
H 2.58762 -2.76076 -1.10688
H 6.05908 -2.63026 -0.28214
H 4.88977 -2.47431 -1.62907
H 5.66572 -0.23125 -1.00076
H 5.24736 -0.53110 0.70823
H -2.95727 1.22122 -2.53993
H -4.69878 1.48159 -2.60310
H -3.70452 2.46914 -1.53507
H -5.96806 -0.12036 -1.53897
*
```

Computed properties:
gap between HOMO and LUMO = 8.948 eV
HOMO energy = -8.3571 eV
SMILES string = Cc1ccc(NC(=O)C(=O)NCCCN2CCOCC2)c(C)c1
LUMO energy = 0.5911 eV

These are the natural (NBO) partial charges, in e, on atoms 1 to 5: number 1, C, carries -0.62; number 2, C, carries -0.02; number 3, C, carries -0.21; number 4, C, carries -0.23; number 5, C, carries 0.19


*ii*
Entry from OMol25: a cluster of 3 separate species, C17H25N3O3 in total (the ωB97M-V functional and the def2-TZVPD basis).

```
! RIJCOSX wB97M-V def2-TZVPD def2/J DEFGRID3
* xyz 0 1
C 0.34938 -4.46652 2.78361
C -0.49692 -3.66502 1.81874
N -0.74310 -2.33317 2.32426
O -1.23976 -1.50002 1.26629
C -0.42470 -0.41515 1.15165
O -0.77866 0.63965 1.51575
O 0.74231 -0.71290 0.63483
C 1.28551 0.31668 -0.24120
C 2.02780 1.35968 0.60300
C 2.22322 -0.40822 -1.17635
C 3.27978 -1.20274 -0.40756
H 0.60863 -5.38543 2.27203
H 1.28439 -3.95287 2.98049
H -0.17741 -4.65957 3.70768
H 0.06337 -3.59380 0.88233
H -1.43896 -4.15226 1.60415
H 0.08654 -1.92610 2.74208
H 0.48886 0.81344 -0.78214
H 2.90242 1.74084 0.09284
H 2.32970 0.85193 1.51268
H 1.35641 2.14250 0.92085
H 2.72625 0.27613 -1.84177
H 1.60734 -1.10765 -1.73372
H 4.12979 -1.42020 -1.04187
H 3.66788 -0.63227 0.42748
H 2.88241 -2.13091 -0.01921
C -4.21156 1.13405 3.28463
C -3.07028 1.89049 3.07323
C -3.03151 3.17141 3.60604
N -4.02607 3.71908 4.30516
C -5.11368 2.97452 4.49442
C -5.25701 1.68327 4.01025
H -4.28372 0.12841 2.88815
H -2.23082 1.49390 2.50858
H -2.15835 3.80114 3.46984
H -5.90790 3.44517 5.06476
H -6.16426 1.12431 4.19727
C 1.10241 1.11488 -6.82138
C 1.53031 -0.11836 -6.35874
C 2.00742 -0.20282 -5.06011
N 2.08204 0.83587 -4.22979
C 1.66710 2.01427 -4.69328
C 1.17002 2.20719 -5.97277
H 0.72166 1.22322 -7.82907
H 1.49514 -0.99616 -6.98923
H 2.35020 -1.14939 -4.65465
H 1.74091 2.84223 -3.99600
H 0.84548 3.18726 -6.29427
*
```

Computed properties:
gap between HOMO and LUMO = 9.833 eV
HOMO energy = -9.1435 eV
SMILES string = CCNOC(=O)O[C@@H](C)CC.c1ccncc1.c1ccncc1
LUMO energy = 0.6891 eV

These are the natural (NBO) partial charges, in e, on atoms 1 to 5: number 1, C, carries -0.61; number 2, C, carries -0.23; number 3, N, carries -0.32; number 4, O, carries -0.41; number 5, C, carries 0.99


The most stable arrangement is *i*, and the next structure is 0.1329 hartree less stable.